# 1
Below is a cluster of 3 separate species, C39H50F2NO17SSi in total at a distorted geometry, with properties calculated with ωB97M-V/def2-TZVPD.

```
! wB97M-V def2-TZVPD RIJCOSX def2/J DEFGRID3
* xyz -1 1
C 4.104 3.239 3.853
O 4.733 1.990 3.725
C 4.015 0.951 4.359
C 4.252 -0.458 3.766
O 3.381 -0.882 2.733
C 3.445 -0.309 1.469
C 3.044 1.197 1.406
C 2.289 1.702 0.183
C 1.641 3.040 0.576
O 0.835 3.551 -0.514
C -0.269 4.191 -0.021
C -1.625 3.831 -0.578
O -0.170 5.058 0.828
C 2.460 -1.222 0.660
O 1.286 -1.378 1.431
C 0.753 -2.682 1.426
C 0.075 -3.135 0.105
C -0.802 -2.126 -0.610
C -0.350 -0.746 -1.034
N -2.004 -2.496 -0.853
C -0.141 -2.836 2.680
F -0.055 -4.152 3.069
F 0.377 -2.085 3.679
C -1.607 -2.499 2.490
C -1.818 -0.965 2.319
Si -3.126 -0.185 3.431
C -2.200 0.854 4.715
C -4.273 -1.409 4.287
C -4.149 1.070 2.430
C -4.157 1.094 1.052
C -4.865 2.027 0.333
C -5.611 2.973 0.992
C -5.646 2.943 2.365
C -4.931 2.019 3.070
C 4.838 -0.471 0.738
S 4.896 -0.498 -1.048
O 6.057 -1.284 -1.394
O 5.059 0.816 -1.643
C 5.763 -0.825 3.590
O 6.544 -0.051 2.975
O 6.104 -1.923 4.061
H 3.024 3.171 4.046
H 4.222 3.813 2.924
H 4.535 3.846 4.665
H 4.322 0.896 5.416
H 2.923 1.101 4.360
H 3.992 -1.081 4.629
H 2.407 1.379 2.281
H 3.955 1.790 1.504
H 2.892 1.915 -0.705
H 1.451 1.083 -0.147
H 2.381 3.758 0.943
H 0.969 2.812 1.413
H -2.389 4.394 -0.042
H -1.736 4.083 -1.639
H -1.869 2.768 -0.471
H 3.011 -2.163 0.506
H 2.210 -0.813 -0.322
H 1.604 -3.365 1.582
H -0.528 -4.024 0.299
H 0.882 -3.413 -0.587
H 0.581 -0.728 -1.606
H -0.201 -0.163 -0.117
H -1.124 -0.215 -1.595
H -2.498 -1.726 -1.312
H -2.139 -2.889 3.367
H -2.046 -3.022 1.638
H -0.859 -0.457 2.469
H -2.123 -0.792 1.283
H -2.877 1.413 5.368
H -1.535 1.561 4.207
H -1.565 0.203 5.328
H -5.129 -0.844 4.680
H -4.649 -2.156 3.582
H -3.793 -1.855 5.163
H -3.598 0.370 0.464
H -4.825 2.000 -0.751
H -6.145 3.708 0.398
H -6.266 3.687 2.857
H -4.986 2.032 4.155
H 5.485 0.353 1.065
H 5.323 -1.383 1.102
H 3.848 -1.119 -1.662
C 1.918 3.646 -6.171
C 1.537 3.067 -5.026
C 2.501 2.282 -4.189
O 2.117 1.797 -3.147
C 3.868 2.132 -4.653
C 4.250 2.712 -5.797
C 3.297 3.520 -6.628
O 3.707 4.037 -7.651
O 5.493 2.610 -6.271
O 0.293 3.150 -4.557
H 1.237 4.217 -6.786
H 4.542 1.549 -4.037
H 5.502 3.118 -7.103
H 0.296 2.651 -3.716
C -4.018 -4.019 -5.361
C -3.678 -3.969 -4.063
C -4.346 -4.856 -3.045
O -3.995 -4.793 -1.888
C -5.400 -5.756 -3.507
C -5.735 -5.795 -4.800
C -5.052 -4.933 -5.817
O -5.392 -5.030 -6.983
O -6.693 -6.599 -5.268
O -2.736 -3.138 -3.625
H -3.547 -3.391 -6.103
H -5.886 -6.375 -2.766
H -6.730 -6.432 -6.229
H -2.639 -3.258 -2.653
*
```

E_HOMO = -4.771 eV
E_LUMO = -0.0080 hartree

# 2
Below is a cluster of 3 separate species, C4H15N2O2 in total at a distorted geometry, with properties calculated with ωB97M-V/def2-TZVPD.

```
! wB97M-V def2-TZVPD RIJCOSX def2/J DEFGRID3
* xyz 1 1
C 0.809 0.323 -3.248
C 1.341 -0.626 -2.110
C 0.432 -0.354 -0.941
C 0.826 0.156 0.217
N -0.104 0.345 1.314
N -0.261 -0.181 -4.092
H 1.759 0.382 -3.797
H 0.493 1.303 -2.909
H 2.409 -0.500 -1.939
H 1.252 -1.686 -2.340
H -0.572 -0.756 -1.132
H 1.886 0.381 0.271
H -0.173 1.306 1.660
H -1.030 0.212 0.894
H -0.133 -0.224 2.185
H -0.931 -0.737 -3.591
H -0.083 -0.333 -5.058
H -0.407 2.370 4.013
H -1.070 1.271 4.609
O -0.652 1.464 3.755
H -1.086 -1.861 3.758
H -2.459 -1.554 3.253
O -1.557 -1.199 3.241
*
```

E_HOMO = -11.692 eV
E_LUMO = -0.1088 hartree

# 3
Below is a cluster of 2 separate species, C8H17BrN3O5P in total at a distorted geometry, with properties calculated with ωB97M-V/def2-TZVPD.

```
! wB97M-V def2-TZVPD RIJCOSX def2/J DEFGRID3
* xyz -2 1
N 3.305 0.728 0.054
C 2.360 -0.046 -0.426
N 1.621 0.391 -1.548
C 0.237 -0.114 -1.584
C -0.312 -0.533 -0.224
C -1.517 -1.453 -0.403
C -2.663 -0.883 -1.261
C -3.989 -0.745 -0.508
C -4.207 0.615 0.146
O -3.696 1.666 -0.665
C 0.751 -1.168 0.694
N 2.091 -1.224 0.142
Br 2.244 -2.955 -1.263
H 3.680 1.522 -0.440
H 3.648 0.596 1.008
H 2.083 0.129 -2.410
H -0.390 0.644 -2.050
H 0.208 -0.997 -2.229
H -0.682 0.364 0.283
H -1.145 -2.363 -0.875
H -1.902 -1.748 0.575
H -2.402 0.056 -1.733
H -2.841 -1.586 -2.074
H -4.052 -1.519 0.255
H -4.807 -0.936 -1.202
H -5.284 0.770 0.259
H -3.794 0.651 1.154
H -3.337 2.356 -0.096
H 0.466 -2.165 1.033
H 0.844 -0.550 1.592
O 3.214 2.464 2.595
P 4.723 2.120 2.793
O 5.559 2.769 1.669
O 4.787 0.582 2.565
O 5.199 2.561 4.169
*
```

E_HOMO = 0.332 eV
E_LUMO = 0.1186 hartree

# 4
Below is a cluster of 2 separate species, C12H15FO7 in total, with properties calculated with ωB97M-V/def2-TZVPD.

```
! wB97M-V def2-TZVPD RIJCOSX def2/J DEFGRID3
* xyz 0 1
C 3.066 -3.830 0.196
C 2.446 -2.452 0.266
O 1.748 -2.211 -0.943
C 1.098 -0.971 -0.970
C -0.097 -0.921 -0.061
C -0.966 -1.862 0.312
C -1.203 -3.244 -0.219
C -2.678 -3.588 -0.254
F -0.732 -3.276 -1.525
C -1.650 -1.353 1.543
O -2.225 -1.953 2.390
O -1.351 -0.006 1.675
C -0.580 0.340 0.580
O -0.525 1.455 0.156
H 3.421 -4.016 -0.816
H 2.347 -4.608 0.446
H 3.913 -3.901 0.874
H 1.771 -2.384 1.127
H 3.222 -1.690 0.410
H 1.790 -0.183 -0.646
H 0.813 -0.762 -2.000
H -0.647 -3.986 0.360
H -3.100 -3.572 0.747
H -3.202 -2.855 -0.866
H -2.809 -4.569 -0.703
O -0.073 7.742 -1.837
C -0.212 6.810 -1.117
O -0.366 6.890 0.228
C -0.731 5.598 0.721
C -0.195 4.677 -0.360
O -0.241 5.518 -1.517
H -0.284 5.439 1.698
H -1.818 5.549 0.804
H 0.842 4.386 -0.180
H -0.794 3.788 -0.518
*
```

E_HOMO = -10.716 eV
Structure (SMILES) = CCOCC1=C([C@@H](C)F)C(=O)OC1=O.O=C1OCCO1
E_LUMO = -0.0412 hartree

# 5
Below is a cluster of 2 separate species, C4H12N2 in total at a distorted geometry, with properties calculated with ωB97M-V/def2-TZVPD.

```
! wB97M-V def2-TZVPD RIJCOSX def2/J DEFGRID3
* xyz 0 1
C 1.807 2.200 -0.295
N 0.566 2.129 0.058
C -0.375 2.012 -1.036
H 2.588 2.000 0.431
H 1.887 2.208 -1.389
H -1.344 2.296 -0.722
H -0.299 2.793 -1.857
H -0.400 0.995 -1.469
C -1.662 -1.515 0.916
N -0.270 -1.443 1.012
C 0.763 -1.972 0.208
H -2.134 -0.781 0.092
H -1.958 -1.305 1.954
H -1.990 -2.532 0.543
H 0.006 -0.880 1.762
H 0.798 -1.149 -0.494
H 1.770 -2.203 0.570
H 0.247 -2.854 -0.284
*
```

E_HOMO = -7.641 eV
Structure (SMILES) = C=NC.CNC
E_LUMO = 0.0372 hartree

# 6
Below is an isolated molecule of C16H21N7S at a distorted geometry, with properties calculated with ωB97M-V/def2-TZVPD.

```
! wB97M-V def2-TZVPD RIJCOSX def2/J DEFGRID3
* xyz 0 1
C 3.809 -1.687 1.518
C 2.346 -1.859 1.349
N 1.523 -1.697 2.439
C 0.296 -1.929 1.899
C -1.042 -1.847 2.525
C -2.108 -1.908 1.631
C -1.837 -2.451 0.259
S -3.123 -2.746 -0.886
C -3.487 -1.097 -1.775
C -2.463 0.000 -1.427
N -2.333 0.893 -0.467
C -1.188 1.594 -0.812
N -0.661 2.719 -0.158
C 0.659 3.142 -0.487
C 0.907 4.178 0.653
C 0.411 3.481 1.863
C -0.965 2.953 1.267
N -0.663 1.230 -1.966
N -1.342 0.183 -2.307
C -0.674 -0.749 -3.233
N -0.704 -2.551 -0.213
N 0.406 -2.383 0.569
C 1.712 -2.253 0.190
C 2.310 -2.575 -1.127
H 3.926 -1.928 2.605
H 4.341 -2.317 0.849
H 3.959 -0.640 1.291
H -1.128 -1.699 3.602
H -3.107 -1.696 1.952
H -3.575 -1.156 -2.854
H -4.374 -0.663 -1.289
H 0.694 3.766 -1.432
H 1.355 2.207 -0.458
H 1.936 4.426 0.753
H 0.411 5.178 0.531
H 0.226 4.264 2.528
H 1.038 2.688 2.124
H -1.649 3.767 1.285
H -1.538 2.149 1.727
H -0.481 -1.603 -2.647
H -1.337 -1.031 -4.051
H 0.251 -0.321 -3.525
H 1.955 -3.618 -1.445
H 1.997 -1.861 -1.856
H 3.311 -2.551 -0.994
*
```

E_HOMO = -7.485 eV
Structure (SMILES) = Cc1nc2ccc(SCc3nc(N4CCCC4)nn3C)nn2c1C
E_LUMO = 0.0042 hartree

# 7
Below is a structure of composition C23H44Cl36Ga at a distorted geometry, with properties calculated with ωB97M-V/def2-TZVPD.

```
! wB97M-V def2-TZVPD RIJCOSX def2/J DEFGRID3
* xyz -1 1
C -0.186 -0.167 1.562
C -0.208 1.046 1.622
C -0.039 2.571 1.872
Ga 1.665 3.242 0.860
C 3.334 2.060 1.283
Cl 3.083 0.513 0.287
C 3.294 1.668 2.837
C 4.469 2.335 3.664
Cl 3.153 -0.146 3.167
H -0.159 -1.262 1.757
H -0.901 3.138 1.418
H 0.019 2.751 2.978
H 1.270 3.160 -0.712
H 1.920 4.800 1.197
H 4.289 2.573 0.977
H 2.337 2.109 3.257
H 4.221 2.161 4.757
H 5.487 1.941 3.407
H 4.364 3.452 3.489
C 6.502 -0.939 -0.339
Cl 7.166 -1.393 1.236
Cl 6.561 -2.296 -1.473
H 5.468 -0.630 -0.209
H 7.086 -0.116 -0.744
C 7.403 -2.448 -4.970
Cl 6.378 -1.725 -6.219
Cl 8.998 -1.692 -4.933
H 6.928 -2.313 -4.001
H 7.519 -3.508 -5.180
C -2.246 1.259 5.238
Cl -3.279 1.988 4.002
Cl -0.655 2.021 5.276
H -2.716 1.384 6.209
H -2.124 0.201 5.017
C 3.226 -2.872 -8.152
Cl 3.163 -4.451 -7.355
Cl 1.603 -2.240 -8.445
H 3.767 -2.175 -7.513
H 3.742 -2.977 -9.104
C -3.054 -0.453 -1.161
Cl -4.286 -0.496 -2.434
Cl -3.230 0.976 -0.143
H -3.158 -1.341 -0.542
H -2.070 -0.438 -1.623
C -7.542 -0.375 -3.866
Cl -6.435 -1.354 -4.835
Cl -8.865 0.264 -4.854
H -7.960 -0.994 -3.075
H -6.991 0.456 -3.433
C 10.936 -4.878 -2.973
Cl 9.715 -4.908 -4.252
Cl 10.749 -3.458 -1.939
H 10.831 -5.773 -2.365
H 11.923 -4.855 -3.429
C -12.417 0.438 -3.512
Cl -12.337 0.388 -1.750
Cl -13.337 -0.933 -4.153
H -12.903 1.362 -3.818
H -11.407 0.402 -3.912
C 2.103 -0.374 6.846
Cl 3.137 -1.618 7.562
Cl 0.438 -0.508 7.431
H 2.492 0.605 7.114
H 2.107 -0.490 5.764
C -1.540 5.275 -1.551
Cl -1.957 3.660 -0.979
Cl -2.170 5.567 -3.181
H -1.965 6.011 -0.873
H -0.456 5.372 -1.569
C -0.666 3.589 8.868
Cl -2.170 2.653 8.895
Cl -0.487 4.521 7.377
H -0.670 4.277 9.710
H 0.173 2.902 8.954
C -2.600 -1.449 9.370
Cl -3.162 -0.460 8.017
Cl -1.601 -2.793 8.807
H -2.010 -0.826 10.038
H -3.461 -1.847 9.900
C -9.683 -3.441 -3.033
Cl -9.998 -2.051 -1.987
Cl -8.400 -4.463 -2.376
H -10.593 -4.029 -3.119
H -9.380 -3.082 -4.015
C 3.500 6.440 5.388
Cl 3.120 4.805 5.945
Cl 2.871 6.723 3.764
H 3.053 7.158 6.071
H 4.580 6.564 5.376
C 4.283 -5.594 -10.746
Cl 3.257 -4.872 -11.991
Cl 5.877 -4.830 -10.707
H 3.808 -5.463 -9.778
H 4.404 -6.653 -10.959
C 9.353 -1.470 4.054
Cl 11.025 -1.548 3.484
Cl 9.048 -2.673 5.313
H 9.164 -0.480 4.459
H 8.687 -1.660 3.216
C -15.434 -0.301 -6.951
Cl -17.131 -0.046 -6.523
Cl -14.767 1.103 -7.793
H -14.862 -0.470 -6.042
H -15.362 -1.169 -7.602
*
```

E_HOMO = -5.169 eV
E_LUMO = 0.0553 hartree

# 8
Below is a cluster of 3 separate species, C17H45N9O4P3 in total at a distorted geometry, with properties calculated with ωB97M-V/def2-TZVPD.

```
! wB97M-V def2-TZVPD RIJCOSX def2/J DEFGRID3
* xyz -1 1
C 3.278 -0.335 0.976
C 2.080 -0.194 -0.074
O 1.664 -1.284 -0.605
N 1.440 1.057 -0.511
C 2.419 2.131 -0.848
C 0.385 1.534 0.427
O 0.980 1.632 1.808
C 0.779 2.989 2.197
N 0.933 4.185 2.353
P -1.055 0.285 0.560
N -2.102 0.435 -0.672
H 3.393 -1.410 1.363
H 4.261 -0.057 0.426
H 3.211 0.391 1.863
H 1.955 3.128 -0.482
H 2.586 2.244 -1.979
H 3.432 2.048 -0.321
H -1.771 0.597 1.762
H -0.578 -1.078 0.608
H -3.011 0.702 -0.236
O -3.378 1.350 3.637
P -4.132 2.677 3.848
N -2.767 3.510 4.418
C -2.259 3.661 5.759
C -1.753 3.845 3.420
N -5.239 2.019 4.982
C -5.217 2.175 6.423
C -5.677 0.648 4.685
N -5.034 4.216 4.021
C -5.271 4.831 2.710
C -4.855 5.273 4.999
H -1.913 4.690 5.902
H -1.417 2.986 5.958
H -3.002 3.497 6.530
H -1.921 4.858 3.036
H -1.781 3.158 2.568
H -0.741 3.800 3.819
H -4.262 1.865 6.858
H -5.986 1.563 6.907
H -5.460 3.192 6.730
H -4.959 -0.097 5.048
H -5.806 0.503 3.608
H -6.652 0.440 5.138
H -4.376 5.346 2.342
H -6.100 5.546 2.747
H -5.545 4.066 1.974
H -4.027 5.945 4.740
H -4.685 4.914 6.009
H -5.768 5.874 5.055
O 1.037 -3.872 -5.468
P 2.555 -3.591 -5.464
N 2.986 -5.237 -5.438
C 3.215 -6.124 -4.325
C 2.774 -5.976 -6.675
N 2.525 -2.717 -3.992
C 2.939 -3.186 -2.682
C 1.342 -1.860 -3.811
N 4.308 -3.221 -5.523
C 4.705 -2.797 -6.870
C 5.413 -3.946 -4.925
H 4.081 -6.760 -4.538
H 2.352 -6.774 -4.133
H 3.454 -5.613 -3.400
H 3.693 -5.986 -7.274
H 1.985 -5.525 -7.285
H 2.474 -7.014 -6.499
H 2.421 -4.106 -2.391
H 2.719 -2.452 -1.899
H 4.018 -3.323 -2.616
H 0.488 -2.423 -3.420
H 1.045 -1.398 -4.758
H 1.556 -1.036 -3.125
H 4.818 -3.656 -7.543
H 5.645 -2.236 -6.852
H 3.947 -2.132 -7.299
H 5.715 -4.816 -5.522
H 5.217 -4.292 -3.915
H 6.279 -3.282 -4.841
*
```

E_HOMO = -3.890 eV
E_LUMO = 0.0343 hartree

Question: Number 2 is which compound?
Answer: C4H15N2O2

Question: E_HOMO of number 5 (C4H12N2)?
Answer: -7.641 eV

Question: Look up the E_LUMO of the seventh one.
Answer: 0.0553 hartree